The following is a DFT calculation (ωB97M-V/def2-TZVPD) of C20H11Br4Cl3N3O2Pd as an isolated structure.

As for the total charge: -1. Its total energy is -12888.0817 Ha. The max |F| comes out at 0.94 eV Å⁻¹. As for the gap between HOMO and LUMO: 6.32 eV.

```
44
C20H11Br4Cl3N3O2Pd ωB97M-V/def2-TZVPD
Pd -0.09129 0.21622 -0.09670
C 0.56115 3.15224 0.69798
N -0.47014 2.15960 0.40678
C -1.71928 2.43087 0.56911
C -2.66332 1.40100 0.31306
C -4.05279 1.28756 0.39228
C -4.34737 -0.03007 0.02960
C -3.12240 -0.65691 -0.25221
N -2.11981 0.20629 -0.08933
C 0.58560 3.54545 2.15455
C 0.43507 4.86577 2.55380
C 0.46039 5.20916 3.90199
C 0.62899 4.22636 4.86301
C 0.77584 2.89933 4.47043
C 0.75876 2.56305 3.12853
H 0.41478 4.03757 0.07195
H 1.51318 2.69866 0.41980
H -2.03364 3.41824 0.90905
H -4.74638 2.06162 0.68252
H -5.32293 -0.48562 -0.03525
H -2.92800 -1.66998 -0.56951
H 0.29233 5.63520 1.80301
H 0.34254 6.24431 4.19764
H 0.64940 4.48928 5.91327
H 0.90335 2.12284 5.21554
H 0.87185 1.53195 2.81754
Br 6.21405 -2.59327 -0.23363
C 4.34033 -2.34123 -0.36496
C 3.49718 -3.39941 -0.63526
Br 4.17987 -5.14946 -0.88501
C 2.11039 -3.17695 -0.71250
Br 0.88744 -4.57809 -1.07428
C 1.55892 -1.92024 -0.52097
O 0.26469 -1.69057 -0.58519
C 2.43223 -0.82779 -0.23593
O 1.90052 0.36229 -0.04402
C 3.79508 -1.05968 -0.16902
Br 4.87997 0.44724 0.21133
Cl 1.52269 -3.36098 4.29705
C -0.01879 -2.53442 4.44173
Cl -0.18078 -1.73656 6.02094
Cl -1.34718 -3.64399 4.14321
C -0.06531 -1.47246 3.41628
N -0.10364 -0.67041 2.59284
```



The following is a DFT calculation (ωB97M-V/def2-TZVPD) of C16H22Cl7O4P2RuTe as an isolated structure.

Its spin multiplicity is 2. Its total energy is -5190.8930 Ha. The max |F| comes out at 0.76 eV Å⁻¹. As for the gap between HOMO and LUMO (alpha / beta): 7.40 / 5.48 eV.

```
53
C16H22Cl7O4P2RuTe ωB97M-V/def2-TZVPD
Ru -0.07054 0.29457 0.00083
Cl 4.03432 -5.06545 -1.09992
C 2.65412 -4.08023 -0.79582
C 1.42072 -4.67772 -0.51641
Cl 1.28561 -6.39606 -0.48151
C 0.30762 -3.88549 -0.25839
Cl -1.23188 -4.56785 0.11410
C 0.40436 -2.49234 -0.27936
O -0.62531 -1.69152 -0.02576
C 1.64808 -1.88564 -0.57958
O 1.68544 -0.57042 -0.59429
C 2.76555 -2.69508 -0.82214
Cl 4.25950 -1.90383 -1.14677
C -1.84656 3.01737 1.46803
P -1.94786 1.25138 1.01641
C -3.61886 1.09558 0.32851
C -2.06146 0.50376 2.69009
C -0.68677 0.69294 3.33927
P 0.56657 0.01086 2.18576
C 0.65151 -1.73049 2.70507
C 2.16778 0.68268 2.69905
H -2.43530 3.19401 2.36972
H -2.23182 3.62191 0.65365
H -0.81136 3.30983 1.64311
H -4.34466 1.60247 0.96474
H -3.88527 0.04262 0.23320
H -3.63277 1.55271 -0.66120
H -2.30298 -0.55749 2.58647
H -2.85461 0.97843 3.27070
H -0.61135 0.20079 4.30956
H -0.48185 1.75587 3.48871
H 0.78651 -1.77646 3.78684
H 1.49802 -2.22264 2.22513
H -0.25642 -2.25928 2.41664
H 2.40540 0.41638 3.72888
H 2.16109 1.76765 2.58691
H 2.92926 0.28236 2.02789
Cl 1.65412 4.96469 0.08394
C 1.08860 4.22701 -1.42944
Cl 2.47139 3.58962 -2.34256
Cl 0.25845 5.44240 -2.39370
C 0.15037 3.02744 -1.08908
O 0.72732 2.17387 -0.34461
O -0.97326 2.99213 -1.56090
C -1.00698 1.53908 -3.86387
Te -1.31564 0.01497 -2.41336
C 0.00694 -1.29996 -3.43053
H 0.04627 1.81034 -3.88649
H -1.59808 2.40635 -3.58806
H -1.32153 1.14330 -4.82656
H -0.44966 -1.60493 -4.36874
H 0.19405 -2.17373 -2.81358
H 0.93792 -0.76627 -3.60557
```



The following is a DFT calculation (ωB97M-V/def2-TZVPD) of C31H22Cl3N3O4Ta as an isolated structure.

As for the total charge: +1. Its total energy is -3097.1967 Ha. The max |F| comes out at 0.77 eV Å⁻¹. As for the gap between HOMO and LUMO: 5.84 eV.

```
64
C31H22Cl3N3O4Ta ωB97M-V/def2-TZVPD
Ta -0.44345 -1.06533 0.05479
O 4.73774 -4.62324 3.33900
C 4.41617 -4.84952 2.16342
O 4.75674 -5.70964 1.34154
C 3.32140 -3.89218 1.63265
C 2.72417 -2.95463 2.47223
C 1.71471 -2.15757 1.99704
N 1.26737 -2.22983 0.71288
C 1.85997 -3.14228 -0.10443
C 2.86728 -3.97146 0.31953
C 1.25366 -3.21514 -1.44383
C 1.78821 -3.92398 -2.50711
C 1.09269 -3.93938 -3.70379
C -0.11198 -3.25647 -3.79662
C -0.56747 -2.55696 -2.69833
N 0.11074 -2.52747 -1.54540
C 0.96944 -1.21033 2.84359
C 1.33490 -0.87880 4.13790
C 0.51186 -0.03103 4.85890
C -0.65636 0.43780 4.27621
C -0.94341 0.07535 2.97638
N -0.13115 -0.71270 2.26130
H 3.08041 -2.92869 3.49322
H 3.31290 -4.73396 -0.30546
H 2.72421 -4.45058 -2.39600
H 1.48166 -4.48596 -4.55165
H -0.69668 -3.25962 -4.70465
H -1.50553 -2.01936 -2.72185
H 2.23876 -1.28169 4.56977
H 0.77149 0.24385 5.87146
H -1.34349 1.07521 4.81295
H -1.84789 0.40021 2.48851
Cl -3.60694 2.94165 -5.29135
C -2.59581 2.07949 -4.18739
C -3.10035 1.72430 -2.94302
C -2.25112 1.04344 -2.09592
Cl -2.79773 0.45669 -0.54597
C -0.94326 0.70598 -2.41875
O -0.18406 0.04596 -1.53434
C -0.48157 1.05899 -3.68452
Cl 1.13808 0.66733 -4.13066
C -1.30251 1.74817 -4.56458
H -4.11315 1.96607 -2.65969
H -0.92872 2.02868 -5.53866
C -1.98620 -2.14693 0.47149
H -1.78654 -3.07726 1.01430
H -3.01548 -2.05932 0.14759
C 1.21319 2.72160 -0.65252
C 0.06505 2.48304 0.28393
O -0.18405 1.34148 0.68075
C -0.73607 3.63135 0.75775
C -0.22706 4.92611 0.67390
C -0.97581 5.99336 1.14337
C -2.24015 5.77317 1.66978
C -2.76184 4.48621 1.73817
C -2.00653 3.41672 1.29342
H 1.56956 1.77216 -1.03989
H 2.02934 3.20391 -0.10861
H 0.92901 3.39416 -1.46162
H 0.75443 5.10619 0.25798
H -0.57705 6.99681 1.09209
H -2.82785 6.60884 2.02491
H -3.75396 4.32269 2.13551
H -2.40395 2.41436 1.32837
```



The following is a DFT calculation (ωB97M-V/def2-TZVPD) of a 2-piece molecular cluster, C6H10 overall.

Its total energy is -234.4244 Ha. The max |F| comes out at 1.50 eV Å⁻¹. As for the gap between HOMO and LUMO (alpha / beta): 7.95 / 7.43 eV.

```
16
C6H10 ωB97M-V/def2-TZVPD
C -0.70024 1.07044 0.51963
C -0.69500 -0.31566 1.19890
C 0.53822 -1.03190 0.75948
C 0.84698 -0.96783 -0.58266
C 0.24755 -0.16945 -1.48385
C -0.62212 0.97344 -1.01025
H 0.16696 1.62849 0.89062
H -1.59072 1.63423 0.81637
H -1.57689 -0.89260 0.88450
H -0.73938 -0.22853 2.28896
H 1.14745 -1.63206 1.43044
H 2.57001 -1.05725 0.29737
H 1.98555 -1.40492 -0.60976
H 0.33109 -0.35041 -2.55139
H -1.62976 0.81369 -1.42383
H -0.27970 1.93030 -1.42453
```